H34O21P | the ωB97M-V functional and the def2-TZVPD basis

Summary:
energy above the lowest of the compared OMol25 structures with the same formula, charge and spin: 92.0 kcal per mole
calculated total energy: -1941.90402 a.u.
frontier orbital gap: 8.066 eV
strongest force on any atom: 3.40 eV/A

```
! wB97M-V def2-TZVPD RIJCOSX def2/J DEFGRID3
* xyz -3 1
P 14.70400 -2.57600 -4.28700
O 14.19900 -3.78600 -3.59700
O 16.15000 -2.95900 -4.59800
O 14.85000 -1.33700 -3.45200
O 13.92300 -2.24100 -5.50400
O 16.65900 -5.35000 -5.06900
H 17.61200 -5.36500 -4.90200
H 16.34700 -4.42900 -4.83700
O 19.45600 -3.72200 -5.81000
H 20.17200 -3.07900 -5.75600
H 18.58700 -3.36500 -5.80800
O 11.69400 -4.00300 -3.70400
H 11.53400 -3.38200 -4.44900
H 12.64800 -3.89200 -3.50300
O 14.73200 -0.04400 -6.61700
H 15.57100 -0.17100 -7.04200
H 14.38700 -0.88100 -6.25800
O 12.63100 0.06800 -3.96800
H 12.39800 -0.44800 -4.75900
H 13.45300 -0.40000 -3.73900
O 11.54000 -2.07600 -5.84400
H 11.47700 -2.37800 -6.76400
H 12.52600 -2.20200 -5.75500
O 16.99700 -1.30300 -1.79900
H 17.53800 -2.08100 -2.13100
H 16.28200 -1.24300 -2.45500
O 14.48300 -2.62300 -7.83400
H 14.27300 -2.43900 -6.85200
H 15.41200 -2.86100 -7.79500
O 17.75300 -3.68100 -2.83100
H 17.39800 -4.48800 -2.42100
H 17.19300 -3.55300 -3.65600
O 13.89500 -6.00800 -4.39600
H 13.95000 -5.07600 -4.04700
H 14.80000 -6.00500 -4.75400
O 15.70500 0.74100 -4.21300
H 15.31800 -0.03200 -3.78400
H 15.41500 0.63900 -5.13400
O 15.51400 -5.25200 -2.03600
H 15.34100 -6.04500 -2.54000
H 15.00800 -4.58100 -2.48200
O 14.00700 -0.64900 -1.28300
H 14.39200 -0.92300 -2.17100
H 13.18700 -0.25600 -1.52400
O 13.28900 -3.32400 -1.21700
H 13.64900 -2.41300 -1.09800
H 13.65100 -3.46600 -2.10300
O 13.00400 -4.70300 -6.37400
H 13.28200 -3.80900 -6.18100
H 13.18200 -5.15900 -5.52500
O 17.20600 -2.85600 -6.80200
H 16.81900 -2.89300 -5.89300
H 17.44900 -1.94900 -6.96400
O 17.65100 -1.04600 -4.64500
H 17.04700 -1.84900 -4.52000
H 17.07700 -0.25400 -4.54700
*
```